# 1
Density functional theory data (wB97M-V/def2-TZVPD) for a structure of composition C18H40N5OP3Tc at a distorted geometry.

ORCA input file:
```
! wB97M-V def2-TZVPD RIJCOSX def2/J DEFGRID3
* xyz 4 4
Tc -0.075 0.442 0.246
P -2.130 0.034 0.606
P 0.492 -0.806 2.496
P 0.479 1.591 -1.726
H 2.011 -1.961 0.315
C 2.433 -1.050 -0.252
C 3.053 0.031 0.309
H 3.154 0.189 1.438
C -2.718 -1.687 0.643
C -2.838 0.792 2.104
C -2.956 0.812 -0.775
C 2.184 -1.166 3.140
C -0.015 0.248 3.963
C -0.340 -2.363 2.874
C 2.209 1.959 -2.265
C -0.147 3.302 -1.640
C -0.283 1.068 -3.321
H 2.353 -1.122 -1.384
H 3.161 1.015 -0.278
H -3.532 -1.688 -0.094
H -3.082 -1.981 1.638
H -1.944 -2.384 0.288
H -3.892 0.953 1.834
H -2.370 1.760 2.358
H -2.752 0.086 2.945
H -4.011 0.623 -0.591
H -2.632 0.320 -1.694
H -2.782 1.891 -0.844
H 2.112 -1.786 4.049
H 2.709 -0.234 3.400
H 2.766 -1.703 2.384
H -0.196 -0.412 4.826
H -0.920 0.838 3.765
H 0.811 0.938 4.210
H 0.184 -2.863 3.687
H -0.310 -2.999 1.993
H -1.378 -2.207 3.159
H 2.199 2.418 -3.266
H 2.821 1.051 -2.306
H 2.683 2.661 -1.568
H -0.206 3.734 -2.644
H 0.517 3.923 -1.034
H -1.145 3.324 -1.199
H 0.352 1.372 -4.162
H -1.287 1.500 -3.449
H -0.358 -0.031 -3.266
C -0.602 -2.499 -2.433
C -1.656 -3.429 -2.581
C -1.768 -4.141 -3.745
C -0.875 -3.937 -4.791
C 0.229 -3.095 -4.591
C 0.378 -2.363 -3.455
O -0.666 -1.750 -1.386
H 0.396 -0.615 -0.844
H -2.363 -3.519 -1.765
H -2.581 -4.832 -3.851
H -0.981 -4.498 -5.705
H 0.944 -2.981 -5.383
H 1.205 -1.681 -3.292
N 2.684 3.496 3.752
N 2.032 3.282 2.578
N 0.791 3.892 2.519
C 0.159 3.131 1.664
N 0.842 1.983 1.334
N 2.027 2.046 1.998
H 3.640 3.201 3.730
H 2.596 4.465 4.077
H -0.812 3.411 1.256
*
```

The orbital gap (alpha / beta) comes out at 6.65 / 3.21 eV. As for the expectation value of S²: 3.947. For the HOMO energy (alpha / beta), the calculation gives -20.62 / -20.37 eV. The LUMO energy (alpha / beta) is -13.96 / -17.16 eV.

***

# 2
Density functional theory data (wB97M-V/def2-TZVPD) for a cluster of 6 separate species, C18H40O16P in total.

ORCA input file:
```
! wB97M-V def2-TZVPD RIJCOSX def2/J DEFGRID3
* xyz 1 1
C 2.636 1.687 0.068
C 1.959 2.968 0.601
C 0.554 3.179 0.095
O -0.463 2.519 0.943
P -0.370 0.994 1.160
H 2.866 1.010 0.887
H 1.958 1.148 -0.594
H 3.545 1.906 -0.470
H 1.942 2.986 1.689
H 2.542 3.826 0.284
H 0.442 2.819 -0.926
H 0.273 4.224 0.098
H -0.481 0.267 -0.024
H 0.796 0.605 1.803
H -1.435 0.648 1.973
C 6.531 2.809 5.163
O 5.681 3.947 5.353
C 4.533 3.904 4.700
O 4.153 3.012 3.978
O 3.850 5.018 4.967
C 2.587 5.069 4.313
H 7.417 3.001 5.758
H 6.039 1.904 5.511
H 6.801 2.705 4.115
H 1.963 4.236 4.632
H 2.730 5.033 3.233
H 2.116 6.005 4.593
C -0.394 1.564 -4.013
O 0.543 1.375 -5.066
C 1.744 0.933 -4.692
O 2.094 0.706 -3.558
O 2.480 0.778 -5.777
C 3.809 0.292 -5.546
H -1.305 1.915 -4.486
H -0.588 0.624 -3.497
H -0.031 2.314 -3.309
H 3.779 -0.689 -5.077
H 4.365 0.987 -4.922
H 4.270 0.222 -6.525
C 1.757 -1.487 4.775
O 1.103 -2.230 3.737
C 0.277 -3.190 4.177
O 0.037 -3.441 5.323
O -0.256 -3.761 3.102
C -1.242 -4.772 3.353
H 2.374 -0.748 4.271
H 1.026 -0.989 5.409
H 2.385 -2.137 5.379
H -2.091 -4.354 3.890
H -0.832 -5.609 3.910
H -1.563 -5.108 2.372
C -2.345 -3.254 -0.533
O -2.942 -3.821 -1.693
C -3.880 -4.739 -1.431
O -4.205 -5.101 -0.332
O -4.379 -5.161 -2.584
C -5.400 -6.161 -2.459
H -1.615 -2.538 -0.902
H -3.092 -2.742 0.073
H -1.840 -4.011 0.063
H -6.247 -5.774 -1.898
H -5.007 -7.048 -1.968
H -5.702 -6.401 -3.473
C -3.353 2.714 -3.025
O -4.299 1.682 -2.753
C -3.995 0.499 -3.297
O -2.994 0.257 -3.920
O -4.973 -0.349 -3.013
C -4.828 -1.658 -3.585
H -3.731 3.602 -2.529
H -2.372 2.451 -2.627
H -3.272 2.893 -4.095
H -3.913 -2.133 -3.241
H -4.835 -1.606 -4.671
H -5.687 -2.225 -3.240
*
```

The orbital gap comes out at 9.45 eV. For the HOMO energy, the calculation gives -13.06 eV. The LUMO energy is -3.61 eV.

***

# 3
Density functional theory data (wB97M-V/def2-TZVPD) for a structure of composition C18H41AuBNO3P at a distorted geometry.

ORCA input file:
```
! wB97M-V def2-TZVPD RIJCOSX def2/J DEFGRID3
* xyz -1 1
Au 0.303 -0.673 -1.367
C 5.252 -1.255 -2.718
C 4.496 -0.225 -1.873
C 5.346 0.126 -0.653
O 3.300 -0.843 -1.408
B 2.160 -0.269 -1.987
O 2.582 0.770 -2.835
C 3.977 1.011 -2.699
C 4.147 2.348 -1.970
C 4.587 1.148 -4.092
H 5.522 -2.094 -2.075
H 6.159 -0.832 -3.154
H 4.607 -1.634 -3.510
H 5.609 -0.799 -0.140
H 4.778 0.739 0.046
H 6.262 0.649 -0.935
H 3.652 2.325 -0.999
H 3.675 3.133 -2.561
H 5.202 2.592 -1.836
H 4.431 0.247 -4.683
H 5.657 1.357 -4.035
H 4.093 1.974 -4.604
O -0.991 -0.435 -4.501
H -0.141 -0.103 -4.184
H -1.407 -0.778 -3.701
C -2.488 -2.880 2.115
C -3.280 -1.656 1.630
C -4.119 -1.123 2.790
C -4.206 -2.176 0.512
P -1.982 -0.489 0.781
N -1.605 -1.103 -0.568
C -0.599 -0.232 2.130
C 0.366 -1.443 2.003
C 0.209 1.033 1.803
C -1.087 -0.091 3.575
C -2.857 1.238 0.629
C -3.124 2.048 1.896
C -4.193 0.961 -0.073
C -2.016 2.059 -0.358
H -3.180 -3.633 2.508
H -1.775 -2.641 2.901
H -1.944 -3.320 1.277
H -4.783 -1.922 3.138
H -4.748 -0.282 2.496
H -3.505 -0.814 3.636
H -4.526 -3.200 0.732
H -3.652 -2.186 -0.429
H -5.103 -1.568 0.393
H 0.008 -2.157 1.264
H 0.485 -1.960 2.960
H 1.355 -1.128 1.665
H 0.569 1.010 0.773
H 1.081 1.074 2.465
H -0.365 1.946 1.960
H -1.503 -1.019 3.967
H -1.837 0.694 3.677
H -0.235 0.177 4.209
H -3.688 1.476 2.635
H -3.716 2.933 1.636
H -2.204 2.401 2.361
H -4.925 0.518 0.601
H -4.036 0.287 -0.916
H -4.620 1.896 -0.453
H -1.123 2.481 0.102
H -2.607 2.888 -0.764
H -1.698 1.422 -1.184
*
```

The orbital gap comes out at 7.02 eV. For the HOMO energy, the calculation gives -4.18 eV. The LUMO energy is 2.84 eV.

***

# 4
Density functional theory data (wB97M-V/def2-TZVPD) for a cluster of 3 separate species, C18H41B2Br2ClO6P in total.

ORCA input file:
```
! wB97M-V def2-TZVPD RIJCOSX def2/J DEFGRID3
* xyz -1 1
C 1.099 -1.288 2.737
C 2.545 -1.721 2.873
Br 2.720 -3.662 3.192
C 3.539 -1.216 1.821
Br 3.682 0.728 2.208
B 3.364 -1.547 0.220
C 2.697 -3.023 -0.154
B 1.151 -3.262 -0.066
O 0.618 -4.363 0.588
O 0.173 -2.449 -0.633
C 4.884 -1.599 -0.527
C 5.936 -0.694 -0.035
O 6.203 0.422 -0.281
Cl 7.027 -1.553 1.237
P 2.424 -0.178 -0.833
O 3.190 1.025 -1.215
O 1.929 -0.949 -2.200
O 1.009 0.253 -0.107
H 0.460 -1.892 3.382
H 1.020 -0.254 3.075
H 0.719 -1.329 1.717
H 2.903 -1.342 3.831
H 4.512 -1.570 2.164
H 2.975 -3.193 -1.204
H 3.236 -3.791 0.408
H 1.338 -4.924 0.892
H -0.639 -2.614 -0.136
H 4.755 -1.437 -1.600
H 5.238 -2.623 -0.399
H 0.973 -1.058 -2.229
H 0.235 0.046 -0.641
C -5.181 -0.648 -4.080
C -5.669 -1.808 -3.216
C -5.076 -1.808 -1.808
C -3.554 -1.950 -1.752
C -2.998 -3.205 -2.425
C -3.485 -4.503 -1.787
H -4.100 -0.678 -4.222
H -5.642 -0.678 -5.069
H -5.433 0.310 -3.620
H -5.448 -2.754 -3.717
H -6.758 -1.755 -3.134
H -5.541 -2.609 -1.227
H -5.356 -0.876 -1.306
H -3.245 -1.945 -0.701
H -3.087 -1.070 -2.204
H -1.907 -3.172 -2.368
H -3.247 -3.204 -3.490
H -3.201 -4.547 -0.733
H -3.047 -5.368 -2.285
H -4.570 -4.603 -1.849
C -1.046 6.342 3.139
C -0.506 6.304 1.712
C -0.758 4.975 1.002
C -0.093 3.761 1.653
C 1.425 3.857 1.799
C 2.162 3.979 0.469
H -0.575 5.583 3.765
H -0.858 7.313 3.602
H -2.124 6.167 3.150
H 0.564 6.526 1.721
H -0.978 7.104 1.134
H -0.423 5.060 -0.035
H -1.839 4.799 0.955
H -0.329 2.874 1.058
H -0.537 3.587 2.639
H 1.773 2.962 2.318
H 1.692 4.705 2.441
H 1.965 3.119 -0.170
H 3.240 4.020 0.624
H 1.872 4.886 -0.068
*
```

The orbital gap comes out at 8.25 eV. For the HOMO energy, the calculation gives -5.92 eV. The LUMO energy is 2.33 eV.

***

# 5
Density functional theory data (wB97M-V/def2-TZVPD) for a structure of composition C18H41CoN2O3S3Sb at a distorted geometry.

ORCA input file:
```
! wB97M-V def2-TZVPD RIJCOSX def2/J DEFGRID3
* xyz 1 1
Co 0.085 -1.009 -1.748
C -1.425 0.357 -1.732
C 1.753 0.241 -1.465
N 1.874 -0.116 -2.753
C 1.341 0.521 -3.979
C 1.441 2.038 -4.029
S 0.413 2.927 -2.826
C -1.244 2.864 -3.575
C -1.822 1.514 -3.981
N -2.104 0.565 -2.917
H -1.053 1.276 -1.296
H -2.030 -0.265 -1.083
H 2.352 -0.322 -0.763
H 1.499 1.256 -1.215
H 2.212 -1.066 -2.906
H 0.321 0.191 -4.118
H 1.929 0.080 -4.784
H 1.174 2.363 -5.036
H 2.468 2.366 -3.858
H -1.234 3.487 -4.470
H -1.882 3.366 -2.846
H -1.179 1.064 -4.746
H -2.768 1.709 -4.489
H -2.657 -0.224 -3.222
O 1.357 -2.720 -1.399
S 0.065 -3.339 -1.862
O -0.006 -4.755 -1.881
O -0.977 -2.614 -1.034
S -0.261 -2.304 -3.597
C 2.449 1.663 1.411
C 0.979 1.556 1.823
C 0.186 2.705 1.202
C 0.935 1.676 3.346
Sb 0.039 -0.342 1.085
C 1.146 -2.000 2.075
C 1.351 -1.730 3.564
C 2.513 -2.093 1.398
C 0.382 -3.310 1.909
C -2.090 -0.337 1.803
C -2.952 0.743 1.145
C -2.099 -0.072 3.307
C -2.685 -1.713 1.506
H 2.826 2.625 1.775
H 2.621 1.654 0.340
H 3.064 0.888 1.869
H 0.666 3.652 1.470
H -0.835 2.747 1.578
H 0.154 2.658 0.110
H 1.333 2.661 3.613
H 1.552 0.936 3.844
H -0.069 1.616 3.754
H 2.049 -0.916 3.744
H 1.791 -2.630 4.005
H 0.425 -1.530 4.101
H 3.071 -1.155 1.446
H 2.435 -2.428 0.368
H 3.105 -2.838 1.939
H -0.493 -3.351 2.557
H 1.047 -4.123 2.218
H 0.072 -3.506 0.888
H -2.552 1.748 1.272
H -3.926 0.718 1.645
H -3.144 0.580 0.090
H -1.852 0.960 3.543
H -1.437 -0.732 3.866
H -3.116 -0.250 3.671
H -2.519 -2.047 0.483
H -3.766 -1.654 1.670
H -2.299 -2.478 2.176
*
```

The orbital gap (alpha / beta) comes out at 6.63 / 6.63 eV. For the HOMO energy (alpha / beta), the calculation gives -10.99 / -10.99 eV. The LUMO energy (alpha / beta) is -4.36 / -4.37 eV.

***

# 6
Density functional theory data (wB97M-V/def2-TZVPD) for a cluster of 3 separate species, C18H41F3O11P2 in total at a distorted geometry.

ORCA input file:
```
! wB97M-V def2-TZVPD RIJCOSX def2/J DEFGRID3
* xyz 0 1
C -0.811 -9.063 -3.619
C 0.071 -7.913 -3.167
O -0.673 -6.704 -3.021
P -1.598 -6.503 -1.685
O -0.570 -6.268 -0.619
O -2.077 -4.944 -1.923
C -1.959 -3.975 -0.879
C -0.744 -3.110 -1.096
O -2.956 -7.014 -2.493
C -4.219 -6.984 -1.791
C -4.981 -5.703 -2.083
H -1.527 -9.337 -2.841
H -0.206 -9.942 -3.847
H -1.384 -8.786 -4.503
H 0.580 -8.156 -2.229
H 0.837 -7.721 -3.919
H -1.950 -4.456 0.099
H -2.845 -3.337 -0.908
H 0.168 -3.698 -1.207
H -0.617 -2.423 -0.256
H -0.858 -2.524 -2.012
H -4.066 -7.118 -0.718
H -4.794 -7.837 -2.153
H -4.637 -4.888 -1.446
H -6.045 -5.838 -1.885
H -4.842 -5.391 -3.117
C 6.014 6.383 3.127
C 5.020 6.080 2.020
O 3.945 5.266 2.487
P 2.745 5.963 3.355
O 2.005 6.741 2.307
O 1.724 4.674 3.483
C 0.338 4.807 3.163
C 0.058 4.269 1.775
O 3.455 5.508 4.786
C 2.760 5.807 6.018
C 1.931 4.623 6.483
H 5.567 7.024 3.890
H 6.890 6.895 2.725
H 6.334 5.466 3.622
H 4.629 7.003 1.582
H 5.515 5.520 1.226
H 0.010 5.842 3.262
H -0.222 4.223 3.898
H 0.701 4.731 1.027
H -0.984 4.441 1.496
H 0.252 3.195 1.739
H 2.144 6.702 5.905
H 3.528 6.025 6.761
H 0.967 4.596 5.975
H 1.729 4.695 7.553
H 2.438 3.682 6.273
C 2.501 -0.595 -1.896
O 2.428 0.533 -1.043
C 1.593 1.558 -1.583
C 0.116 1.190 -1.300
O -0.788 2.242 -1.614
C -1.583 1.980 -2.758
C -3.086 1.825 -2.416
O -3.451 0.426 -2.465
C -3.879 -0.053 -1.301
F -4.379 -1.284 -1.557
F -4.884 0.632 -0.757
F -2.895 -0.210 -0.393
H 2.561 -1.506 -1.276
H 3.400 -0.590 -2.539
H 1.616 -0.719 -2.541
H 1.892 2.483 -1.072
H 1.800 1.694 -2.661
H -0.134 0.220 -1.754
H 0.064 1.046 -0.205
H -1.461 2.847 -3.434
H -1.261 1.099 -3.335
H -3.624 2.320 -3.241
H -3.339 2.332 -1.479
*
```

The orbital gap comes out at 9.20 eV. For the HOMO energy, the calculation gives -9.48 eV. As for the structure (SMILES): CCOP(=O)(OCC)OCC.CCOP(=O)(OCC)OCC.COCCOCCOC(F)(F)F. The LUMO energy is -0.27 eV.

***

Number 1: electronic energy -58827.65311 eV. Number 2: electronic energy -61356.13927 eV. Number 3: electronic energy -40625.60744 eV. Number 4: electronic energy -194874.81552 eV. Number 5: electronic energy -105114.19530 eV. Number 6: electronic energy -68583.50016 eV.